Density functional theory data (ωB97M-V with the def2-TZVPD basis set) for 2 unconnected molecules or ions with the total composition C3H12N3O.

Values from the calculation:
* total charge: +1
* F_max: 4.3 eV/A
* relative energy (zero: lowest compared OMol25 entry of this formula, charge and spin): 525.6 kJ/mol

Element x y z (Å)
C -0.750 -1.007 -1.121
C -0.631 -0.707 0.344
C -0.694 0.795 0.645
N -1.775 1.367 0.198
N 2.032 0.790 -0.244
N 0.628 -1.369 0.888
O 0.834 1.477 -0.352
H 0.057 -1.728 -1.388
H -1.636 -1.389 -1.509
H -0.687 -0.126 -1.587
H -1.415 -1.272 0.802
H -0.096 1.297 1.372
H -2.445 0.927 -0.401
H -1.774 2.330 0.326
H 2.478 0.558 -1.260
H 2.815 1.417 0.317
H 1.761 -0.237 -0.013
H 0.414 -2.282 1.267
H 0.884 -0.841 1.716

Results of the Löwdin charge analysis, in e, for atoms 1 through 2: C -0.040; C -0.344

***

Density functional theory data (ωB97M-V with the def2-TZVPD basis set) for 2 unconnected molecules or ions with the total composition C3H12N3O.

Values from the calculation:
* spin multiplicity: 2
* total charge: +2
* F_max: 2.3 eV/A
* relative energy (zero: lowest compared OMol25 entry of this formula, charge and spin): 165.2 kJ/mol

Element x y z (Å)
C -0.919 1.801 -1.404
O -1.918 1.505 -0.434
H -2.790 1.722 -0.785
H -1.316 1.787 -2.421
H -0.447 2.768 -1.217
H -0.173 0.982 -1.352
C 0.106 -2.225 -0.364
C 0.897 -0.266 0.965
N -0.416 0.006 1.230
N 1.111 -1.310 0.129
N 1.818 0.393 1.667
H -1.205 -0.299 0.653
H -0.656 0.816 1.820
H 2.049 -1.641 -0.121
H 2.730 -0.043 1.599
H 1.693 1.397 1.706
H -0.198 -1.757 -1.339
H -0.825 -2.396 0.173
H 0.458 -3.241 -0.505

Results of the Löwdin charge analysis, in e, for atoms 1 through 2: C -0.023; O 0.060

***

Density functional theory data (ωB97M-V with the def2-TZVPD basis set) for a single C3H12N3OPS molecule.

Values from the calculation:
* structure (SMILES): CN(C)P(O)N(C)NS
* total charge: 0
* F_max: 2.4 eV/A
* relative energy (zero: lowest compared OMol25 entry of this formula, charge and spin): 163.5 kJ/mol

Element x y z (Å)
C 1.691 0.277 1.299
N 1.363 0.589 -0.125
C 2.391 0.205 -1.055
P -0.157 1.120 -0.753
O -0.628 2.259 0.322
N -1.060 -0.186 -0.040
C -0.982 -1.532 -0.588
N -2.382 0.101 0.424
S -3.848 -0.190 -0.524
H 2.094 -0.758 1.252
H 2.605 0.837 1.799
H 0.803 0.237 1.946
H 3.286 0.226 -0.439
H 2.353 -0.910 -1.319
H 2.272 0.771 -1.988
H 0.192 2.547 0.781
H -0.854 -1.423 -1.686
H -0.204 -2.181 -0.174
H -1.930 -2.088 -0.373
H -2.443 1.049 0.742
H -4.561 -0.951 0.497

Results of the Löwdin charge analysis, in e, for atoms 1 through 2: C -0.129; N -0.441

***

Density functional theory data (ωB97M-V with the def2-TZVPD basis set) for 2 unconnected molecules or ions with the total composition C3H12N3S2.

Values from the calculation:
* total charge: +1
* F_max: 0.8 eV/A
* relative energy (zero: lowest compared OMol25 entry of this formula, charge and spin): 60.1 kJ/mol

Element x y z (Å)
C -1.027 1.391 -2.402
N -1.508 2.069 -3.447
N -1.449 1.680 -1.176
N -0.121 0.426 -2.598
C -2.432 2.715 -0.875
H -2.201 2.807 -3.301
H -1.186 1.849 -4.393
H -1.059 1.141 -0.399
H 0.250 -0.095 -1.799
H 0.200 0.209 -3.544
H -2.591 2.735 0.216
H -3.397 2.508 -1.368
H -2.079 3.710 -1.197
S 1.569 -1.576 4.067
S 1.788 -3.224 2.869
C 3.335 -3.924 3.478
H 0.918 -2.161 5.096
H 3.582 -4.783 2.830
H 3.246 -4.282 4.517
H 4.161 -3.195 3.426

Results of the Löwdin charge analysis, in e, for atoms 1 through 2: C -0.445; N 0.211

***

Density functional theory data (ωB97M-V with the def2-TZVPD basis set) for a gas-phase ion, C3H12N7 (charge +1).

Values from the calculation:
* structure (SMILES): NC1(N)NC=[NH+]C(N)(N)N1
* total charge: +1
* F_max: 4.9 eV/A
* relative energy (zero: lowest compared OMol25 entry of this formula, charge and spin): 234.7 kJ/mol

Element x y z (Å)
N 1.419 2.071 0.579
C 0.465 1.147 0.121
N -0.791 1.640 -0.338
N 1.268 0.503 -1.065
C 0.772 -0.541 -1.602
N -0.192 -1.239 -1.067
C -0.504 -1.127 0.382
N -1.910 -0.907 0.343
N -0.164 -2.347 1.011
N 0.260 -0.064 0.913
H 1.023 2.753 1.324
H 2.162 1.598 1.127
H -1.269 2.241 0.341
H -0.691 2.113 -1.245
H 2.068 0.996 -1.326
H 1.022 -0.852 -2.573
H -0.496 -2.013 -1.616
H -2.365 -0.667 1.230
H -1.909 -0.056 -0.145
H -0.528 -3.036 0.401
H 0.724 -2.433 1.429
H -0.364 0.220 1.774

Results of the Löwdin charge analysis, in e, for atoms 1 through 2: N 0.100; C -0.597

***

Density functional theory data (ωB97M-V with the def2-TZVPD basis set) for 2 unconnected molecules or ions with the total composition C3H12NO.

Values from the calculation:
* total charge: +1
* F_max: 0.4 eV/A
* relative energy (zero: lowest compared OMol25 entry of this formula, charge and spin): 70.2 kJ/mol

Element x y z (Å)
C -1.832 -0.434 -0.454
C -1.623 1.028 -0.112
N -0.148 1.319 0.035
H -2.903 -0.617 -0.521
H -1.380 -0.686 -1.411
H -1.436 -1.076 0.333
H -1.997 1.690 -0.887
H -2.075 1.295 0.838
H 0.273 0.765 0.799
H 0.024 2.309 0.213
H 0.379 1.042 -0.794
C 2.203 -1.203 -0.023
O 1.735 -0.353 1.039
H 1.414 -1.864 -0.385
H 2.544 -0.560 -0.832
H 3.052 -1.797 0.306
H 1.769 -0.860 1.857

Results of the Löwdin charge analysis, in e, for atoms 1 through 2: C -0.065; C -0.184

***

Density functional theory data (ωB97M-V with the def2-TZVPD basis set) for 3 unconnected molecules or ions with the total composition C3H12NO.

Values from the calculation:
* total charge: +1
* F_max: 3.5 eV/A
* relative energy (zero: lowest compared OMol25 entry of this formula, charge and spin): 859.3 kJ/mol

Element x y z (Å)
C -2.267 0.666 -0.500
C -2.603 -0.758 0.198
N 2.295 -0.694 -0.376
C 3.150 0.465 -0.049
H -2.699 1.490 0.068
H -1.173 0.711 -0.439
H -2.613 0.700 -1.567
H -2.227 -1.548 -0.475
H -1.940 -0.758 1.057
H -3.683 -0.918 0.416
H 2.096 -0.845 -1.400
H 2.710 1.474 -0.184
H 4.211 0.394 -0.403
H 3.235 0.366 1.043
H 1.408 -0.672 0.131
H 0.038 0.080 1.712
O 0.061 -0.153 0.767

Results of the Löwdin charge analysis, in e, for atoms 1 through 2: C -0.105; C -0.101

***

Density functional theory data (ωB97M-V with the def2-TZVPD basis set) for 3 unconnected molecules or ions with the total composition C3H12NO2.

Values from the calculation:
* total charge: +1
* F_max: 3.4 eV/A
* relative energy (zero: lowest compared OMol25 entry of this formula, charge and spin): 266.4 kJ/mol

Element x y z (Å)
C 0.320 -2.526 -0.243
C -0.226 -1.108 -0.147
C -0.906 -0.518 -1.184
N -0.114 -0.486 1.238
H -0.569 -3.256 -0.582
H 1.086 -2.562 -0.992
H 0.671 -3.044 0.719
H -1.235 0.577 -1.314
H -1.261 -1.310 -1.864
H -0.682 -0.914 1.997
H -0.776 0.256 0.998
H 0.613 0.160 1.612
H 0.839 1.498 0.404
H 2.342 1.991 0.261
O 1.803 1.267 0.640
H -0.237 3.958 -0.269
H -1.294 3.015 -0.825
O -0.374 3.004 -0.452

Results of the Löwdin charge analysis, in e, for atoms 1 through 2: C -0.053; C -0.315

***

Density functional theory data (ωB97M-V with the def2-TZVPD basis set) for 2 unconnected molecules or ions with the total composition C3H12NO2.

Values from the calculation:
* total charge: +1
* F_max: 2.4 eV/A
* relative energy (zero: lowest compared OMol25 entry of this formula, charge and spin): 131.6 kJ/mol

Element x y z (Å)
C -0.330 -0.949 -0.443
C -0.447 0.584 -0.873
C -1.928 0.797 -0.979
O 0.227 1.403 0.115
N 1.061 -1.269 0.031
H -0.990 -1.228 0.488
H -0.664 -1.535 -1.329
H 0.090 0.732 -1.817
H -2.157 0.107 -1.861
H -2.174 1.859 -1.242
H -2.612 0.390 -0.183
H 0.029 2.372 0.085
H 1.241 -0.549 0.745
H 1.847 -1.173 -0.602
H 0.984 -2.186 0.422
H 1.814 0.613 3.109
H 2.393 -0.253 2.105
O 1.615 0.284 2.229

Results of the Löwdin charge analysis, in e, for atoms 1 through 2: C -0.089; C -0.404

***

Density functional theory data (ωB97M-V with the def2-TZVPD basis set) for 3 unconnected molecules or ions with the total composition C3H12NO3.

Values from the calculation:
* total charge: -1
* F_max: 2.4 eV/A
* relative energy (zero: lowest compared OMol25 entry of this formula, charge and spin): 84.9 kJ/mol

Element x y z (Å)
C -0.874 1.598 -0.932
C 0.042 1.625 0.261
C 0.013 0.299 1.059
O 0.313 -0.776 0.258
N -1.259 0.339 -1.616
H -0.610 2.329 -1.752
H -1.817 2.037 -0.566
H 1.121 1.752 -0.002
H -0.198 2.566 0.755
H -0.953 0.212 1.579
H 0.868 0.215 1.750
H -1.943 -0.207 -1.119
H -0.461 -0.270 -1.624
H 1.778 -0.459 -0.275
H 2.912 -0.944 -1.180
O 2.679 -0.174 -0.694
H -0.429 -1.793 0.943
H -1.285 -2.017 2.361
O -1.145 -2.406 1.461

Results of the Löwdin charge analysis, in e, for atoms 1 through 2: C -0.303; C -0.209